This record from the Open Molecules 2025 dataset describes a structure of composition C32H62O19S. The level of theory is wB97M-V/def2-TZVPD.

The largest force on an atom comes out at 0.03195 Eh/bohr. For the HOMO energy, the calculation gives -8.58 eV. For the total energy, the calculation gives -83926.6540 eV.

```
114
Properties=species:S:1:pos:R:3:forces:R:3
C 5.6057 -0.5050 2.8224 -1.0527 0.2882 -0.3060
C 5.8113 0.2972 1.5650 0.3264 0.5324 -0.2566
C 6.5054 -0.4407 0.4361 0.5104 0.4065 0.7921
C 5.4847 1.5935 1.4060 -0.0323 -0.4841 0.2655
C 4.3536 2.3708 2.0418 0.3007 -0.4386 0.5485
C 3.2238 1.5281 2.6843 -0.4072 0.8682 -0.3300
C 1.8604 1.9041 2.0792 0.2385 -0.0334 0.4227
C 1.4372 3.2910 2.6041 -0.1324 -0.4492 -0.8667
C 0.8121 0.8337 2.3922 0.0325 0.2653 -0.3602
C -0.6032 1.2611 1.9711 0.6371 -0.5116 -0.0527
C -1.4698 0.1532 1.4489 -1.1747 0.6219 0.2760
C -1.7413 -1.0676 2.2692 0.7595 -0.7350 0.2597
O -2.6730 -1.7937 1.4232 -0.0894 0.3167 -0.1551
S -2.3625 -1.4226 -0.1068 -0.7386 -0.4775 -1.3874
O -2.0108 -2.5956 -0.8304 0.9724 0.0295 0.7677
O -3.4272 -0.6845 -0.7090 0.0627 0.3855 0.9303
O -1.1226 -0.4465 0.1656 -0.0309 -0.3786 -0.0276
H 4.9362 -1.3506 2.6410 0.1883 -0.2295 0.0950
H 6.5563 -0.8644 3.2091 0.1269 -0.0868 -0.1001
H 5.1303 0.1126 3.5796 0.1923 -0.0578 0.2165
H 6.3889 0.0880 -0.5029 -0.0531 -0.0704 -0.1400
H 7.5747 -0.5569 0.6346 0.0322 -0.1841 -0.0263
H 6.0649 -1.4346 0.3806 0.0194 -0.0847 -0.2437
H 6.0856 2.1578 0.6966 -0.5198 -0.1436 -0.6111
H 3.9011 2.9464 1.2329 0.1175 0.1702 -0.0545
H 4.7103 3.0998 2.7746 0.1073 0.1074 -0.0821
H 3.3844 0.4615 2.5866 0.0531 -0.0697 0.0174
H 3.1520 1.8217 3.7338 0.1261 -0.5173 0.2319
H 1.9576 1.9414 0.9902 0.0524 0.0438 -0.0683
H 0.8493 3.1618 3.5107 0.0983 0.2760 0.2077
H 0.8320 3.7806 1.8408 -0.2432 0.1727 0.2183
H 2.2962 3.9361 2.7630 0.0537 0.0278 0.2330
H 1.0979 -0.0746 1.8575 -0.0005 -0.0894 0.0054
H 0.8326 0.5993 3.4588 -0.0107 -0.0115 0.0755
H -1.1327 1.6719 2.8311 -0.1388 0.0390 -0.0103
H -0.5909 2.0557 1.2268 0.1216 -0.0171 -0.1272
H -2.4671 0.5791 1.2760 0.0759 0.2804 0.1004
H -0.8888 -1.7414 2.3732 0.3030 0.3018 -0.0077
H -2.0973 -0.8722 3.2765 -0.7410 0.0043 -0.2149
C -4.9573 -3.7052 -1.6829 -0.4461 -0.1649 -0.2496
C -4.8028 -4.5442 -0.4359 0.3486 0.2549 -0.0607
O -5.9977 -5.2868 -0.1284 -0.0060 0.0435 0.0836
C -6.2016 -6.3730 -0.8618 -0.0211 0.0858 0.0639
O -5.4747 -6.8011 -1.7211 0.0434 -0.1135 0.0413
O -7.3580 -6.9184 -0.4794 -0.0396 -0.0349 0.0095
C -7.7452 -8.0749 -1.2227 -0.0897 -0.1464 0.0193
H -5.8306 -3.0556 -1.6031 0.0586 0.0614 0.0925
H -4.0780 -3.0929 -1.8340 0.0965 0.0691 0.0042
H -5.0962 -4.3251 -2.5689 0.0638 -0.0866 0.0536
H -4.6376 -3.9039 0.4292 -0.1382 -0.0668 0.0778
H -3.9541 -5.2232 -0.5108 -0.0790 -0.0933 -0.0692
H -6.9512 -8.8187 -1.2296 0.0481 0.0454 -0.0537
H -8.0078 -7.7994 -2.2419 0.0761 -0.0155 -0.0421
H -8.6193 -8.4813 -0.7223 -0.0038 0.0858 0.0625
C 4.4108 7.1801 -1.6245 0.1155 0.1707 0.1337
C 3.3599 6.5547 -0.7333 -0.0389 -0.1046 -0.3671
O 3.6369 6.7760 0.6588 -0.0050 -0.1191 0.0590
C 3.3491 7.9924 1.1154 0.0574 -0.0762 0.0142
O 2.8695 8.8950 0.4830 -0.0585 0.0881 -0.0467
O 3.6855 8.0383 2.4052 0.0070 0.0004 0.0557
C 3.4948 9.3170 3.0160 -0.0061 0.0878 0.1612
H 5.4048 6.8301 -1.3433 -0.0178 -0.0899 -0.0493
H 4.2262 6.9178 -2.6660 -0.0111 -0.0383 0.0046
H 4.4029 8.2655 -1.5367 -0.0769 0.0014 -0.0239
H 3.3604 5.4729 -0.8550 0.0226 -0.0213 0.1625
H 2.3610 6.9174 -0.9739 0.0203 0.1157 0.0786
H 2.4784 9.6731 2.8659 0.0105 0.0149 -0.0820
H 4.2059 10.0365 2.6134 -0.0597 0.0286 -0.0627
H 3.6796 9.1798 4.0773 0.0364 -0.1016 -0.0198
C 4.0740 1.5396 10.1966 0.0639 0.2297 -0.0395
C 4.0818 0.8528 8.8482 -0.0433 -0.2543 0.2863
O 4.0244 1.7952 7.7661 -0.0681 -0.0217 -0.0465
C 5.1690 2.4187 7.4932 -0.0658 -0.0305 -0.0552
O 6.2230 2.2429 8.0436 0.0966 0.0011 0.0544
O 4.9461 3.2689 6.4913 -0.0207 0.0698 -0.0634
C 6.0794 4.0603 6.1262 0.1348 0.1298 -0.1993
H 3.2146 2.2061 10.2788 -0.0607 -0.0804 0.0189
H 4.0248 0.8006 10.9960 -0.0237 -0.0245 -0.0152
H 4.9733 2.1376 10.3363 0.0460 -0.0664 -0.0101
H 3.1927 0.2354 8.7350 -0.0454 0.0817 -0.1337
H 4.9523 0.2079 8.7309 0.0798 0.1109 -0.0367
H 6.9432 3.4338 5.9154 0.0038 -0.0424 0.1018
H 6.3196 4.7727 6.9137 0.0313 -0.0766 0.0636
H 5.8044 4.6013 5.2251 -0.1475 -0.0395 0.0205
C -6.4531 -6.6125 -4.7784 -0.1582 0.2250 -0.2337
C -6.1504 -7.6414 -5.8438 0.2564 -0.0102 0.2946
O -7.2205 -7.7686 -6.7970 -0.0165 -0.0826 0.0103
C -7.2898 -6.8051 -7.7099 -0.0233 -0.0939 0.0197
O -6.5367 -5.8750 -7.8256 0.0591 0.0965 -0.0218
O -8.3431 -7.0521 -8.4921 -0.0500 0.0006 -0.0277
C -8.5805 -6.0542 -9.4865 -0.0949 0.0329 -0.1500
H -7.4063 -6.8344 -4.2972 0.0324 -0.0723 0.0617
H -5.6721 -6.6072 -4.0228 0.0014 -0.0721 0.0401
H -6.5261 -5.6135 -5.2083 0.0560 -0.0199 -0.0532
H -6.0520 -8.6279 -5.3947 -0.1241 -0.0617 -0.0985
H -5.2183 -7.4191 -6.3625 -0.0711 0.0950 -0.0926
H -7.6875 -5.8753 -10.0809 0.0402 0.0409 0.0617
H -8.9096 -5.1271 -9.0197 0.0861 0.0342 -0.0001
H -9.3711 -6.4393 -10.1239 -0.0160 -0.0818 0.0700
C -1.5765 -1.0640 -3.6976 0.1924 -0.0546 -0.3911
C -1.3053 0.4033 -3.4527 -0.2988 -0.1455 0.2638
O -0.1884 0.8860 -4.2216 0.0522 0.0258 0.0671
C -0.4367 1.1195 -5.5060 0.0575 0.0186 0.0744
O -1.4944 0.9964 -6.0639 -0.0913 -0.0086 -0.0686
O 0.6985 1.5295 -6.0781 0.0472 0.0116 -0.0291
C 0.5956 1.7559 -7.4849 0.0875 0.0714 -0.1397
H -0.6766 -1.6551 -3.5213 -0.0203 0.0104 0.1361
H -2.3624 -1.4177 -3.0385 -0.0526 0.0064 0.0488
H -1.8879 -1.2424 -4.7265 -0.0528 0.0974 0.0000
H -1.0236 0.5652 -2.4137 0.1478 0.0665 -0.0436
H -2.1854 1.0130 -3.6554 0.0328 0.0031 -0.1433
H -0.2229 2.4351 -7.7122 -0.0598 -0.0572 0.0162
H 0.4535 0.8124 -8.0095 -0.0918 0.0109 -0.0016
H 1.5362 2.2033 -7.7928 0.0417 -0.0216 0.0977
```
Positions in Å, forces in eV/Å.